Computed, not measured: C42H28Cl2FIN8O5V as an isolated structure, with wB97M-V/def2-TZVPD.

Last column: Löwdin charge in e.
Cartesian coordinates (Å):
V1 -1.07670 -0.04321 1.77248  0.845
Cl1 5.56302 1.31039 2.72875  0.600
C1 4.00678 0.51682 2.80368  -0.685
C2 2.86249 1.29779 2.59521  -0.038
C3 1.61868 0.69313 2.63100  -0.194
N1 0.38946 1.27550 2.51019  0.015
C4 0.22584 2.58171 2.54856  -0.455
O1 1.08032 3.47928 2.65386  -0.011
C5 -1.25005 2.91869 2.44930  -0.162
C6 -1.68678 4.20926 2.67932  -0.019
C7 -3.02734 4.50482 2.52006  -0.088
C8 -3.87487 3.50233 2.10901  -0.110
C9 -3.35495 2.21042 1.91378  -0.155
N2 -2.07043 1.91022 2.08835  0.066
C10 1.53241 -0.72427 2.88529  -0.206
C11 2.66733 -1.47462 3.11919  -0.075
C12 3.91570 -0.83750 3.06835  -0.696
Cl2 5.34234 -1.81485 3.33459  0.591
N3 0.21675 -1.14074 2.91188  -0.020
C13 -0.20273 -2.23998 3.51892  -0.476
O2 0.46447 -3.16039 4.00735  0.006
C14 -1.71961 -2.24350 3.57198  -0.175
C15 -2.41521 -3.27750 4.17350  -0.016
C16 -3.80538 -3.21398 4.21470  -0.082
C17 -4.42798 -2.12026 3.64547  -0.064
C18 -3.64469 -1.12849 3.05212  -0.129
N4 -2.32410 -1.17692 3.01272  0.031
H1 2.94880 2.37581 2.41164  0.101
H2 -0.93899 4.95470 2.96884  0.113
H3 -3.40558 5.51801 2.70396  0.103
H4 -4.94411 3.67477 1.94949  0.093
H5 -4.00765 1.40872 1.54494  0.098
H6 2.59024 -2.54064 3.36013  0.103
H7 -1.84196 -4.10231 4.59769  0.110
H8 -4.38842 -3.99912 4.70485  0.098
H9 -5.51181 -1.97941 3.68283  0.100
H10 -4.11353 -0.23798 2.62425  0.062
C19 -2.23796 4.18112 -3.96541  -0.064
C20 -1.30093 3.14183 -4.47721  -0.370
C21 -0.12364 3.79730 -5.12938  -0.177
C22 1.00783 2.84413 -5.36384  -0.155
C23 1.41215 2.22534 -4.09591  -0.200
C24 2.71803 1.93631 -3.79914  0.028
C25 3.03900 1.33022 -2.59451  -0.222
F1 4.34758 1.06490 -2.31428  0.041
C26 2.04087 0.97103 -1.68481  0.054
C27 0.77754 1.24223 -1.95049  -0.035
C28 -0.24107 0.86748 -0.94821  -0.282
O3 0.07232 0.36855 0.15895  -0.046
C29 -1.52457 1.10692 -1.35488  -0.018
C30 -1.79013 1.76663 -2.56973  0.040
N5 -0.86996 2.24830 -3.40989  0.004
C31 0.43810 1.91228 -3.18574  -0.073
C32 -2.75403 0.56407 -0.67167  -0.585
O4 -3.84596 0.73214 -1.23299  0.004
O5 -2.55246 -0.11035 0.40275  -0.146
H11 -2.46683 4.91092 -4.78822  0.095
H12 -1.75369 4.73774 -3.11115  0.117
H13 -3.20267 3.74810 -3.59766  0.088
H14 -1.84305 2.51896 -5.24393  0.166
H15 0.23468 4.62548 -4.45144  0.147
H16 -0.46701 4.27010 -6.08589  0.132
H17 1.88145 3.36380 -5.84138  0.130
H18 0.67242 2.03749 -6.07569  0.142
H19 3.52334 2.18274 -4.51479  0.131
H20 2.28459 0.50420 -0.74001  0.139
H21 -2.85771 1.90032 -2.86819  0.142
N6 6.61250 -6.24258 -1.83706  0.137
C33 5.60139 -5.71659 -1.63793  -0.194
C34 4.34773 -5.08578 -1.40105  -0.265
C35 4.20215 -4.17771 -0.37226  -0.003
C36 2.96850 -3.58621 -0.12922  0.035
C37 1.86711 -3.90326 -0.91466  -0.181
C38 2.01898 -4.80355 -1.95506  0.002
C39 3.26073 -5.39619 -2.19988  -0.027
N7 0.64994 -3.32812 -0.62775  -0.007
C40 -0.54893 -3.37496 -1.31630  -0.023
C41 -1.44947 -2.64507 -0.53759  -0.069
N8 -0.79744 -2.17237 0.56355  0.072
C42 0.41058 -2.60339 0.47472  -0.129
H22 5.06148 -3.91406 0.25786  0.130
H23 2.88118 -2.86488 0.67949  0.105
H24 1.16434 -5.06768 -2.58144  0.107
H25 3.37510 -6.11246 -3.01906  0.121
H26 -0.65933 -3.86198 -2.28433  0.104
H27 -2.50138 -2.38819 -0.72576  0.124
H28 1.17314 -2.34658 1.17946  0.106
I1 -5.64825 1.71467 4.82078  -0.657

The total energy is -127724.8327 eV. As for the multiplicity: 2. Its orbital gap (spin up / spin down) is 3.62 / 3.73 eV. As for the charge: -2. Its lowest unoccupied orbital energy (spin up / spin down) is 3.3170 / 3.3130 eV. The expectation value of S² is 0.800.

---

Computed, not measured: C42H30AgF9NO2P as an isolated structure, with wB97M-V/def2-TZVPD.

Last column: Löwdin charge in e.
Cartesian coordinates (Å):
Ag1 -0.14227 -1.02200 -2.00705  0.614
F1 -1.75973 -3.44453 6.56065  0.120
C1 -0.75040 -3.87617 5.76723  -0.579
F2 0.35898 -3.84119 6.54252  0.118
F3 -0.99781 -5.17198 5.50847  0.124
C2 -0.60356 -3.04762 4.53423  -0.145
C3 -0.86212 -3.57701 3.28217  0.001
C4 -0.71794 -2.77692 2.15252  -0.057
C5 -0.33043 -1.44592 2.28051  -0.326
C6 -0.08012 -0.92591 3.55121  -0.075
C7 -0.21247 -1.71928 4.67484  -0.023
P1 -0.25851 -0.50499 0.68029  1.105
C8 -1.78147 0.50592 0.99441  -0.321
C9 -1.87096 1.59785 1.85606  -0.070
C10 -3.07363 2.25643 2.03706  -0.015
C11 -4.20740 1.82195 1.35925  -0.138
C12 -4.13879 0.73166 0.50980  0.003
C13 -2.92600 0.08153 0.33040  -0.067
C14 -5.48990 2.55179 1.58091  -0.579
F4 -5.90732 2.47099 2.86916  0.116
F5 -6.49889 2.08608 0.82457  0.126
F6 -5.38502 3.87279 1.31815  0.124
C15 1.05935 0.71120 1.05189  -0.347
C16 2.25397 0.29265 1.64275  -0.087
C17 3.32353 1.15865 1.77179  -0.015
C18 3.21829 2.46045 1.29496  -0.131
C19 2.05051 2.88805 0.68581  0.003
C20 0.97766 2.01610 0.57118  -0.078
C21 4.39890 3.36700 1.41026  -0.577
F7 4.94512 3.33292 2.65294  0.108
F8 4.09871 4.65554 1.16448  0.122
F9 5.39662 3.03661 0.56625  0.132
H1 -1.16841 -4.60821 3.17336  0.118
H2 -0.93471 -3.17638 1.16644  0.072
H3 0.22367 0.10865 3.66188  0.104
H4 -0.01345 -1.31103 5.65859  0.117
H5 -0.99780 1.94638 2.39226  0.102
H6 -3.13025 3.10992 2.70192  0.118
H7 -5.01402 0.39738 -0.03094  0.117
H8 -2.85195 -0.75383 -0.35129  0.077
H9 2.36005 -0.72636 1.99433  0.102
H10 4.24398 0.81786 2.22916  0.118
H11 1.97125 3.88557 0.27416  0.118
H12 0.07636 2.35712 0.07713  0.099
C22 3.25826 3.40000 -2.81046  -0.118
C23 3.29469 1.98876 -2.74316  -0.089
C24 2.12963 1.28328 -2.62255  -0.046
C25 0.85954 1.92105 -2.55091  -0.234
C26 -0.33940 1.14202 -2.35582  -0.178
C27 -1.50940 1.87326 -2.29395  -0.169
C28 -1.55179 3.28494 -2.37641  -0.117
C29 -0.40484 4.01405 -2.52655  -0.088
C30 0.83920 3.34259 -2.62449  -0.212
C31 2.06040 4.05635 -2.75738  -0.082
H13 4.18298 3.96142 -2.90038  0.087
H14 4.23979 1.45806 -2.77120  0.086
H15 2.14260 0.19963 -2.56056  0.065
H16 -2.45349 1.34983 -2.16836  0.069
H17 -2.50866 3.79627 -2.30562  0.085
H18 -0.42851 5.09902 -2.57463  0.089
H19 2.02514 5.14170 -2.80826  0.095
C32 1.27837 -2.87804 -2.02035  -0.206
C33 2.62093 -2.41174 -1.85109  -0.384
C34 3.20255 -2.24169 -0.56693  -0.099
C35 4.46769 -1.71801 -0.38659  -0.144
C36 5.26048 -1.34507 -1.47191  -0.161
C37 4.72515 -1.52156 -2.74762  -0.154
C38 3.45683 -2.03731 -2.93578  -0.106
H20 1.04311 -3.32319 -2.98544  0.009
H21 0.87831 -3.45092 -1.18507  0.008
H22 2.60856 -2.52081 0.29956  0.087
H23 4.84497 -1.59383 0.62529  0.083
H24 6.24812 -0.92336 -1.32814  0.070
H25 5.30786 -1.23797 -3.62012  0.086
H26 3.06413 -2.13274 -3.94342  0.100
O1 -2.21499 -3.45317 -0.51323  -0.042
C39 -2.87858 -3.03118 -1.46384  -0.562
C40 -4.33774 -3.47582 -1.66696  -0.121
C41 -4.81274 -2.56853 -2.78204  -0.122
C42 -3.51113 -1.89398 -3.26206  -0.540
O2 -3.47621 -1.21136 -4.27187  0.000
N1 -2.47441 -2.16497 -2.41411  0.102
H27 -4.87279 -3.39044 -0.72008  0.101
H28 -4.33317 -4.53225 -1.94490  0.105
H29 -5.48621 -1.78081 -2.43507  0.101
H30 -5.29680 -3.06318 -3.62418  0.099

The total energy is -87375.4821 eV. As for the multiplicity: 1. Its orbital gap is 4.93 eV. Its energy above the lowest of the compared OMol25 structures with the same formula, charge and spin is 74.94 kJ/mol. As for the charge: -2. Its lowest unoccupied orbital energy is 4.1442 eV.

---

Q: What is the multiplicity in the first record?
A: 2